# 1
55
Properties=species:S:1:pos:R:3:lowdin_charge:R:1 method="wB97M-V/def2-TZVPD" spin_multiplicity=1 energy_ha=-2125.8428 molar_mass_g_mol=439.54 largest_force_ev_per_a=3.44 homo_ha=-0.4107 total_charge=+1
O 2.100 3.442 -3.747 0.062
O -8.244 0.844 3.568 0.089
O 2.190 -2.382 -3.880 0.048
O 1.413 1.932 1.629 -0.336
O 0.451 -0.252 1.200 -0.352
O -6.527 0.716 2.109 0.095
S -3.639 1.475 3.581 0.898
C 2.709 2.417 -3.503 -0.549
C -7.044 0.771 3.358 -0.459
C 2.045 -1.204 -4.190 -0.443
C 4.160 -2.246 -1.655 0.013
C 3.194 -1.448 -1.100 -0.178
C 3.965 -2.781 0.488 -0.030
N 4.633 -3.072 -0.650 0.121
N 1.425 -0.829 -5.318 0.033
N -6.669 -0.153 5.691 0.050
N 2.076 1.244 -3.570 0.087
N 1.178 0.410 3.496 -0.070
N 3.078 -1.794 0.233 0.178
C 4.177 2.479 -3.127 0.014
C 0.842 -1.738 -6.310 -0.034
C -4.714 0.151 4.274 -0.430
C -2.134 0.557 3.070 -0.512
C -6.113 0.693 4.603 -0.362
C 2.352 -0.380 -1.765 -0.047
C -1.129 1.595 2.572 -0.321
C 2.605 -0.099 -3.263 -0.191
S 0.470 0.918 2.086 0.622
H -7.300 0.787 1.526 0.133
H 4.461 -2.260 -2.697 0.140
H 4.077 -3.295 1.440 0.160
H 5.324 -3.809 -0.768 0.184
H 1.382 0.158 -5.519 0.131
H -7.576 0.221 5.986 0.088
H -6.790 -1.116 5.374 0.089
H 1.090 1.333 -3.771 0.155
H 0.579 0.695 4.257 0.061
H 2.055 0.917 3.535 0.075
H 2.368 -1.416 0.864 0.151
H 4.337 1.997 -2.165 0.076
H 4.471 3.527 -3.050 0.094
H 4.771 1.999 -3.900 0.087
H -0.220 -1.519 -6.436 0.088
H 1.343 -1.616 -7.272 0.089
H 0.945 -2.780 -5.996 0.088
H -4.250 -0.228 5.190 0.084
H -4.794 -0.683 3.570 0.090
H -2.379 -0.158 2.276 0.090
H -1.732 -0.003 3.921 0.080
H -6.003 1.716 4.980 0.141
H 1.300 -0.641 -1.631 0.138
H 2.518 0.540 -1.200 0.126
H -1.546 2.099 1.697 0.114
H -0.961 2.350 3.341 0.106
H 3.681 -0.089 -3.433 0.144

# 2
14
Properties=species:S:1:pos:R:3:lowdin_charge:R:1 method="wB97M-V/def2-TZVPD" spin_multiplicity=1 energy_ha=-361.7256 molar_mass_g_mol=101.10 largest_force_ev_per_a=0.96 homo_ha=-0.3130 total_charge=0 relative_energy_kcal_mol=97.4
O -1.318 -0.497 1.270 -0.031
C -0.922 0.072 0.040 -0.333
C -0.106 1.381 0.262 -0.066
O 1.314 1.068 0.535 0.004
C 1.598 0.025 -0.230 -0.281
N 1.005 -0.171 -1.350 0.022
C -0.098 -0.949 -0.821 -0.189
H -0.691 -1.203 1.483 0.084
H -1.833 0.367 -0.496 0.148
H -0.151 2.043 -0.602 0.124
H -0.445 1.887 1.169 0.132
H 2.002 -0.827 0.380 0.148
H -0.672 -1.499 -1.580 0.122
H 0.319 -1.699 -0.060 0.115

# 3
39
Properties=species:S:1:pos:R:3:lowdin_charge:R:1 method="wB97M-V/def2-TZVPD" spin_multiplicity=1 energy_ha=-1030.0783 molar_mass_g_mol=294.31 largest_force_ev_per_a=1.27 homo_ha=-0.3549 smiles="N[C@@H](Cc1ccccc1)C(=O)N[C@@H](CCC(=O)O)C(=O)O" total_charge=0 relative_energy_kcal_mol=0.0
N -1.010 -1.095 -0.722 0.050
C -1.166 0.235 -0.165 -0.298
C -2.256 0.378 0.914 -0.107
C -3.622 0.094 0.365 -0.245
C -4.303 1.067 -0.367 -0.042
C -5.554 0.791 -0.919 -0.087
C -6.140 -0.455 -0.759 -0.096
C -5.461 -1.443 -0.038 -0.079
C -4.212 -1.164 0.523 -0.051
C 0.176 0.768 0.339 -0.405
O 0.233 1.755 1.082 0.043
N 1.260 0.100 -0.086 0.131
C 2.602 0.404 0.391 -0.209
C 3.520 -0.786 0.122 -0.115
C 4.912 -0.652 0.788 -0.081
C 6.052 -0.996 -0.161 -0.528
O 6.836 -1.888 0.038 0.105
O 6.127 -0.227 -1.261 0.098
C 3.145 1.688 -0.244 -0.431
O 4.153 1.724 -0.933 0.098
O 2.458 2.797 0.009 0.142
H -1.072 -1.800 0.023 0.099
H -1.783 -1.302 -1.364 0.098
H -1.419 0.873 -0.995 0.153
H -2.017 -0.325 1.747 0.137
H -2.201 1.421 1.281 0.127
H -3.864 2.044 -0.505 0.114
H -6.090 1.574 -1.486 0.112
H -7.131 -0.678 -1.170 0.106
H -5.904 -2.425 0.094 0.102
H -3.737 -1.924 1.111 0.101
H 1.072 -0.679 -0.702 0.132
H 2.547 0.581 1.451 0.161
H 3.670 -0.890 -0.998 0.148
H 3.031 -1.698 0.471 0.124
H 5.053 0.340 1.156 0.115
H 4.989 -1.288 1.655 0.119
H 5.457 0.499 -1.228 0.076
H 1.647 2.583 0.546 0.082

# 4
54
Properties=species:S:1:pos:R:3:lowdin_charge:R:1 method="wB97M-V/def2-TZVPD" spin_multiplicity=1 energy_ha=-1280.8049 molar_mass_g_mol=391.47 largest_force_ev_per_a=18.23 homo_ha=-0.2745 smiles="CCCC(=O)Nc1ccc(N2CCN(C(=O)c3cc4ccccc4o3)CC2)cc1" total_charge=0 relative_energy_kcal_mol=461.1
C 0.452 -3.994 8.708 -0.087
C 0.211 -2.982 7.422 -0.198
C 1.095 -1.679 7.508 -0.145
C 0.738 -0.772 6.443 -0.421
O -0.103 0.322 6.575 -0.065
N 1.372 -1.249 5.445 0.090
C 1.283 -0.812 4.182 -0.093
C 0.762 0.553 3.766 0.011
C 0.793 1.001 2.500 -0.066
C 1.428 0.344 1.418 -0.150
N 1.550 0.991 0.197 -0.100
C 2.388 0.251 -0.768 -0.152
C 1.777 -0.850 -1.602 -0.094
N 0.706 -0.277 -2.375 -0.014
C 0.553 -0.379 -3.605 -0.589
O 1.479 -0.616 -4.253 0.165
C -0.575 0.151 -4.198 0.051
C -0.875 0.086 -5.611 0.149
C -2.115 0.779 -5.797 -0.097
C -2.687 1.396 -6.940 -0.026
C -3.981 2.112 -6.849 -0.014
C -4.418 2.763 -5.491 0.060
C -3.314 2.459 -4.508 -0.024
C -2.450 1.487 -4.516 -0.345
O -1.568 1.171 -3.679 0.059
C -0.175 0.056 -1.377 -0.239
C 0.212 1.046 -0.506 -0.211
C 2.407 -0.904 1.795 0.085
C 2.350 -1.250 3.181 0.024
H 0.237 -3.389 9.654 0.077
H 1.594 -4.064 8.671 0.074
H -0.200 -4.900 8.618 0.072
H -0.734 -2.885 7.583 0.034
H 0.600 -3.514 6.617 0.073
H 0.543 -1.141 8.492 0.180
H 2.224 -1.850 7.725 0.154
H 1.923 -2.009 5.424 0.117
H 0.015 1.016 4.361 0.082
H 0.272 1.853 2.313 0.077
H 3.204 0.085 -0.344 0.029
H 2.536 1.207 -1.428 0.174
H 2.537 -1.368 -2.363 0.182
H 1.601 -1.673 -0.890 0.129
H -0.486 -0.441 -6.215 0.020
H -2.825 0.805 -7.809 0.081
H -4.608 2.281 -7.648 0.043
H -5.060 3.494 -5.402 0.016
H -3.545 2.956 -3.515 0.131
H -1.200 0.627 -1.744 0.192
H -0.700 -0.792 -0.656 0.198
H -0.389 1.609 0.280 0.151
H 0.624 1.974 -1.088 0.164
H 2.883 -1.395 1.027 0.048
H 2.658 -2.002 3.394 -0.062

# 5
19
Properties=species:S:1:pos:R:3:lowdin_charge:R:1 method="wB97M-V/def2-TZVPD" spin_multiplicity=1 energy_ha=-310.9914 molar_mass_g_mol=100.16 largest_force_ev_per_a=1.38 homo_ha=-0.3075 smiles="C=C/C(C)=C/C.O" total_charge=0 relative_energy_kcal_mol=42.6
C -0.491 -2.345 -2.258 0.007
C -1.347 -1.468 -1.784 -0.155
C -1.218 -0.792 -0.481 -0.310
C -2.404 0.052 -0.095 -0.065
C -0.053 -0.650 0.154 -0.122
C 0.159 -0.125 1.537 -0.106
H 0.386 -2.623 -1.684 0.056
H -0.592 -2.845 -3.208 0.052
H -2.281 -1.244 -2.292 0.100
H -2.375 0.499 0.884 0.063
H -2.489 0.935 -0.738 0.088
H -3.344 -0.458 -0.327 0.076
H 0.858 -0.948 -0.359 0.099
H 1.202 -0.110 1.835 0.062
H -0.183 0.918 1.559 0.074
H -0.327 -0.585 2.400 0.079
O 4.921 3.829 1.968 -0.056
H 4.820 3.239 1.222 0.027
H 4.757 4.724 1.666 0.029

# 6
16
Properties=species:S:1:pos:R:3:lowdin_charge:R:1 method="wB97M-V/def2-TZVPD" spin_multiplicity=1 energy_ha=-610.8878 molar_mass_g_mol=104.20 largest_force_ev_per_a=4.79 homo_ha="-0.4565 / -0.4426" total_charge=+1 relative_energy_kcal_mol=135.2
C -1.675 -0.705 -0.899 -0.104
C -2.115 -0.486 0.547 -0.184
C -1.282 0.528 -0.052 -0.013
C 1.318 0.166 0.516 -0.516
N 2.041 1.193 -0.236 0.067
S 1.709 -1.390 -0.265 0.786
H -0.746 -1.341 -0.926 0.045
H -2.445 -0.781 -1.661 0.107
H -3.215 -0.063 0.722 0.170
H -1.788 -1.191 1.297 0.101
H -1.139 1.594 0.050 0.087
H 1.512 0.219 1.520 0.034
H 2.232 0.793 -1.174 0.133
H 1.552 2.033 -0.296 0.117
H 3.086 1.424 0.169 0.248
H 0.955 -1.992 0.689 -0.079